Below is C47H54LiN7SSb as an isolated structure, with properties calculated with the ωB97M-V functional and the def2-TZVPD basis.

Geometry as XYZ:
```
111
Properties=species:S:1:pos:R:3:mulliken_charge:R:1
Sb -2.7668 -0.5829 1.1727 1.3599
S -1.5566 -1.9436 2.5160 -0.8522
N 4.8439 0.7591 -3.0210 0.1720
N 1.3554 -0.5528 1.2380 0.7425
N 3.3595 -1.0627 -3.1135 0.1168
N 3.0287 0.5357 -1.5100 0.2292
N -0.8382 1.1912 1.2598 1.0746
N -0.2731 -1.4756 -1.3036 0.2364
N -0.4536 1.0702 -1.6901 1.1921
C -3.2274 -0.8402 -1.8648 -1.2870
C 5.6276 0.1459 -4.0688 -0.7135
C -0.3991 3.0760 -0.2817 -0.3623
C 5.4717 1.7650 -2.1944 -0.6617
C -0.1749 0.3862 -2.7555 0.3261
C -0.5319 2.5078 -1.6971 -1.3373
C -3.5696 2.1679 4.4676 -0.6495
C -0.2287 -1.1043 -2.5554 0.8013
C -5.6338 2.0317 3.2430 -0.7366
C 3.7188 0.1219 -2.5102 0.0917
C -6.4732 -2.9956 0.1406 -0.6741
C -5.8955 -3.4979 2.4065 -0.6658
C -3.6857 -0.4936 -3.1261 -0.6593
C 2.2068 1.8345 4.5628 -0.6156
C 1.8606 -3.9475 0.2702 -1.7637
C -6.7129 -3.7076 1.3039 -0.4574
C -2.9758 1.3086 3.5552 -0.6124
C -5.4169 -2.0923 0.0762 -0.1300
C -3.3168 0.0598 -0.8111 1.9538
C 0.1551 -0.7850 -5.7600 -0.9459
C -0.3527 -2.0268 -3.6376 -0.1508
C -0.1700 -2.8696 -0.9215 -1.3446
C 4.6873 -0.4879 -5.0788 -0.6052
C 1.8268 -3.0302 1.5009 0.0382
C -1.3602 2.4398 0.7381 -0.9687
C -4.2726 0.7462 -3.3365 -0.8077
C -3.6959 0.8357 2.4657 0.9101
C 3.4534 1.7081 -0.7750 0.0839
C -0.2348 -1.8843 -5.0080 -0.7997
C 0.6440 2.4712 2.6898 -0.3684
C 2.3715 -1.5987 1.3095 -1.6977
C 0.4136 0.4891 -5.2539 -0.3434
C -4.9009 2.5303 4.3101 -0.5650
C -3.9932 1.2576 -1.0018 -0.5905
C -4.4546 1.6058 -2.2650 -0.7864
C 1.0125 0.0583 2.3138 -0.0792
C 3.8982 -1.5675 -4.3635 -0.8009
C 1.2961 -3.3504 -1.0172 0.8060
C 1.9620 0.4370 4.6251 -0.3357
C 1.4266 -0.3407 3.6570 -1.0583
C 1.6303 2.6973 3.6722 -0.9257
C -5.0325 1.1874 2.3190 -0.4382
C -4.8432 -2.5980 2.3330 -0.6044
C 4.3951 2.6243 -1.5526 -0.9809
C -4.5739 -1.8831 1.1656 0.7621
C 0.1806 1.2767 2.1262 0.3369
C 0.2285 0.9907 -3.9880 -1.0275
Li 0.0201 -0.0117 -0.1234 1.0599
H 0.2363 3.3830 2.2753 0.1694
H 1.9021 -2.4846 -1.2837 -0.6060
H 0.2839 -0.9346 -6.8267 0.2864
H -1.4990 2.8118 -2.1260 0.2713
H 3.8379 3.1402 -2.3387 0.2822
H 5.2412 -0.9088 -5.9193 0.4029
H -0.5059 -2.9387 0.1126 0.0410
H -2.9924 2.5510 5.3002 0.4351
H 1.9096 3.7412 3.7884 0.3282
H -4.1898 1.9239 -0.1712 0.2901
H -4.6152 1.0258 -4.3250 0.3690
H -4.2013 -2.4557 3.1948 0.2960
H -0.6156 -3.0309 -3.3249 0.3214
H 4.8444 3.3693 -0.8927 0.4540
H -0.4420 -2.7858 -5.5793 0.2933
H 3.9992 0.2755 -5.4487 0.2394
H 2.8713 2.2522 5.3110 0.3399
H 2.9369 -1.5283 0.3757 0.2324
H 4.5586 -2.4224 -4.1621 0.3567
H 0.2510 2.9885 -2.3020 0.4679
H -5.3719 3.1950 5.0246 0.3625
H 2.4144 -1.3232 -2.8871 -0.2757
H -6.0738 -4.0468 3.3241 0.3830
H -5.2690 -1.5499 -0.8466 0.1765
H -5.6107 0.7902 1.4915 0.4067
H -7.1061 -3.1423 -0.7276 0.4024
H -2.8192 -1.8250 -1.6952 0.5438
H -4.9513 2.5583 -2.4072 0.3547
H 0.4600 2.0444 -3.8999 0.1044
H -2.2941 2.2339 0.2290 -0.3693
H 3.0785 -1.9179 -4.9877 0.3110
H 2.5529 2.2531 -0.4834 -0.4950
H 2.4068 -3.5230 2.2874 0.4007
H 1.3273 -1.4038 3.8476 0.4292
H 1.4045 -4.0859 -1.8196 0.3633
H 0.8045 -2.9522 1.8605 -0.0467
H 0.6236 2.8981 0.0560 -0.2538
H -7.5291 -4.4188 1.3521 0.3501
H 1.3117 -4.8605 0.5263 0.3860
H -3.5817 -1.1894 -3.9487 0.4373
H 0.7700 1.2092 -5.9868 0.3521
H -6.6808 2.2905 3.1365 0.3883
H 2.2864 -0.0673 5.5310 0.4018
H 6.0936 1.3092 -1.4091 0.2339
H 6.1239 2.3658 -2.8331 0.4320
H 2.8965 -4.2452 0.0690 0.4384
H 6.2340 0.9257 -4.5372 0.4078
H -0.8264 -3.5357 -1.5015 0.7229
H 3.0591 -1.3734 2.1341 0.7169
H -1.9457 0.9952 3.6826 0.1796
H 3.9388 1.3852 0.1552 0.2658
H 6.3168 -0.6180 -3.6734 0.2331
H -1.5889 3.1583 1.5382 0.6659
H -0.5581 4.1587 -0.3261 0.4294
```

For the total energy, the calculation gives -2852.6476 Ha. Its charge is -1. The value obtained for the HOMO-LUMO gap is 0.233 hartree. Its energy relative to the best compared isomer or geometry (same formula, charge and spin) is 0.00 kcal/mol.